Record 1
# C21H31MgN8O4Se

C21H31MgN8O4Se as an isolated structure (ωB97M-V/def2-TZVPD, OMol25).

Output
- total charge = +1
- largest force on an atom (eV/Å) = 1.13
- electronic energy (Ha) = -4159.3202

Structure (XYZ):
```
66
C21H31MgN8O4Se (ωB97M-V/def2-TZVPD)
Mg -0.86001 -0.43236 0.69178
C 0.86940 -0.66556 3.25466
C 0.65878 -2.11982 2.80838
N 0.20542 -2.24698 1.39579
C -0.74104 -3.34265 1.08067
C -2.15911 -2.96942 1.51847
N -2.61564 -1.73383 0.85560
C -3.81490 -1.09821 1.45397
C -3.43282 -0.05414 2.50119
C -3.07485 1.33975 1.95394
N -2.09227 1.36699 0.84320
C -1.11675 2.47728 0.91372
C 0.09423 2.11858 1.76206
N 0.77953 0.88860 1.30398
C 1.65435 0.23916 2.29744
H 1.36712 -0.69594 4.22261
H -0.08498 -0.20378 3.50504
H -0.12597 -2.56229 3.42773
H 1.55460 -2.72674 2.94981
H 0.99183 -2.30683 0.75844
H -0.45463 -4.29480 1.54204
H -0.70705 -3.48414 0.00174
H -2.19817 -2.78915 2.60471
H -2.84313 -3.80972 1.36315
H -2.79256 -1.93304 -0.12576
H -4.50124 -1.85625 1.85731
H -4.36857 -0.61612 0.64415
H -2.61875 -0.43618 3.13580
H -4.27166 0.08968 3.16729
H -2.63613 1.92837 2.77210
H -3.96886 1.86411 1.64681
H -2.60868 1.42299 -0.03354
H -1.56967 3.37274 1.34222
H -0.82855 2.74360 -0.10154
H -0.24401 1.95649 2.80383
H 0.80060 2.96552 1.80368
H 1.28572 1.04483 0.43558
H 2.24891 0.98155 2.84414
H 2.38162 -0.34762 1.72916
O 0.50414 -3.59572 -4.42293
C 1.72971 -3.46840 -3.94557
O 2.66194 -4.06422 -4.39697
C 1.94829 -2.53184 -2.79789
C 3.21203 -2.27728 -2.32213
N 3.08275 -1.47973 -1.26052
N 1.80236 -1.17596 -1.01010
C 1.09856 -1.80059 -1.96183
C -0.40600 -1.60725 -2.06823
O -1.01500 -2.24490 -2.92256
O -0.91933 -0.77470 -1.25033
H -0.11386 -3.05724 -3.86969
H 4.17154 -2.65300 -2.66835
H 3.80827 -1.11540 -0.67396
Se -0.88677 1.45118 -2.68487
N 0.69333 1.50272 -1.84849
C 1.26223 2.63312 -2.15536
C 2.59815 3.02728 -1.73859
C 3.05074 4.22519 -2.12637
C 2.26365 5.10822 -2.94557
C 1.03214 4.80024 -3.36288
C 0.49503 3.51857 -2.97916
N -0.66783 3.06225 -3.34933
H 3.21104 2.35551 -1.14050
H 4.04330 4.58324 -1.82612
H 2.73566 6.04543 -3.21046
H 0.44178 5.45862 -3.99255
```


Record 2
# C21H31N2O3P

One molecule with the formula C21H31N2O3P (ωB97M-V/def2-TZVPD, OMol25).

Output
- ΔE to the lowest compared entry with this formula, charge and spin (kcal per mole) = 0.1
- SMILES string = CCCCO[P@@](=O)(c1ccc(N(C)C)cc1)[C@H](O)c1ccc(N(C)C)cc1
- largest force on an atom (eV/Å) = 1.18
- electronic energy (Ha) = -1495.4407

Structure (XYZ):
```
58
C21H31N2O3P (ωB97M-V/def2-TZVPD)
C 4.91075 -3.57941 -1.44243
C 4.60133 -3.58354 0.04992
C 3.49654 -4.56878 0.43319
C 2.12314 -4.19770 -0.11974
O 1.64334 -2.99888 0.46980
P 1.39656 -1.67868 -0.46026
O 1.79953 -1.87227 -1.85786
C -0.32888 -1.23052 -0.18849
C -0.98790 -0.56589 -1.21336
C -2.22162 0.00595 -1.00535
C -2.83834 -0.04953 0.25488
N -4.01937 0.60300 0.50007
C -4.72037 1.26008 -0.57636
C -4.73764 0.35874 1.72776
C -2.18134 -0.76926 1.26698
C -0.94366 -1.33313 1.05148
C 2.39247 -0.37945 0.45593
O 2.60679 -0.71488 1.79686
C 1.57897 0.86935 0.28555
C 0.74907 1.32440 1.29719
C -0.14214 2.35486 1.07514
C -0.24613 2.95872 -0.18002
N -1.22505 3.90407 -0.46783
C -0.87874 5.08716 -1.22218
C -2.26378 4.14767 0.50269
C 0.61985 2.51328 -1.18572
C 1.51445 1.49038 -0.95559
H 5.77816 -2.95414 -1.64128
H 4.07395 -3.18231 -2.00981
H 5.12594 -4.58723 -1.79215
H 4.31134 -2.57683 0.35853
H 5.50397 -3.84987 0.60570
H 3.42557 -4.62416 1.52259
H 3.74794 -5.56343 0.05947
H 2.16270 -4.07185 -1.20575
H 1.40014 -4.98483 0.12023
H -0.51143 -0.50459 -2.18004
H -2.69766 0.51170 -1.82817
H -5.57520 1.79874 -0.17291
H -5.08310 0.54980 -1.32892
H -4.06646 1.98483 -1.06448
H -4.97600 -0.70269 1.85833
H -5.67010 0.91815 1.71935
H -4.15298 0.69287 2.58881
H -2.62769 -0.87094 2.24250
H -0.44545 -1.86051 1.85158
H 3.35250 -0.28753 -0.08282
H 2.49244 -1.67050 1.88587
H 0.80667 0.86166 2.27041
H -0.76327 2.68105 1.89383
H -0.00942 4.90644 -1.84563
H -0.65254 5.93159 -0.55645
H -1.71716 5.37149 -1.86289
H -3.07090 4.69090 0.00838
H -2.65620 3.19898 0.86430
H -1.92378 4.74813 1.35857
H 0.56659 2.94410 -2.17390
H 2.15364 1.14529 -1.75549
```


Record 3
# C21H31N3O

One molecule with the formula C21H31N3O (ωB97M-V/def2-TZVPD, OMol25).

Output
- ΔE to the lowest compared entry with this formula, charge and spin (kcal per mole) = 40.4
- SMILES string = CC(C)CCN1CCN(Cc2cccc3cccnc23)C[C@H]1CCO
- largest force on an atom (eV/Å) = 0.70
- electronic energy (Ha) = -1058.3022

Structure (XYZ):
```
56
C21H31N3O (ωB97M-V/def2-TZVPD)
C 3.95482 3.03614 0.51820
C 2.75381 2.45499 1.26096
C 1.76876 3.57206 1.60499
C 2.04310 1.37253 0.44130
C 2.88774 0.09948 0.26253
N 2.27934 -1.02672 -0.40384
C 1.98728 -0.88847 -1.81258
C 0.53971 -0.48141 -2.12512
N -0.35021 -1.42209 -1.47708
C -1.74271 -1.32774 -1.89635
C -2.42491 -0.05362 -1.46974
C -2.31413 1.10452 -2.19866
C -2.86672 2.31220 -1.74714
C -3.53758 2.36652 -0.55783
C -3.69284 1.20145 0.21832
C -4.38158 1.18358 1.44955
C -4.49087 0.00931 2.14196
C -3.91504 -1.14865 1.58886
N -3.27184 -1.16999 0.45730
C -3.13480 -0.02390 -0.24037
C -0.16604 -1.34563 -0.04048
C 1.26487 -1.78255 0.31137
C 1.45859 -3.27978 0.00779
C 0.90877 -4.20757 1.09130
O -0.49350 -4.19282 1.21013
H 4.40595 3.83662 1.10072
H 3.64479 3.44525 -0.44142
H 4.71367 2.27847 0.34276
H 3.10671 2.00449 2.19607
H 1.39098 4.03615 0.69594
H 0.92276 3.18176 2.16676
H 2.25319 4.33919 2.20515
H 1.11556 1.10833 0.95353
H 1.78401 1.78193 -0.53753
H 3.78918 0.34514 -0.30725
H 3.20724 -0.24813 1.25058
H 2.16904 -1.85980 -2.28692
H 2.67729 -0.16320 -2.24786
H 0.35501 0.55512 -1.79264
H 0.38397 -0.53031 -3.20649
H -1.76132 -1.41827 -2.98637
H -2.27180 -2.17367 -1.45249
H -1.79575 1.09021 -3.14715
H -2.75382 3.20147 -2.35032
H -3.95986 3.29436 -0.19819
H -4.81337 2.10159 1.82547
H -5.00818 -0.04284 3.08765
H -3.98896 -2.09796 2.10459
H -0.34240 -0.32210 0.33381
H -0.88185 -2.00480 0.45005
H 1.42385 -1.62256 1.38258
H 0.97597 -3.50821 -0.94428
H 2.52834 -3.46858 -0.09148
H 1.25323 -5.23389 0.88686
H 1.28577 -3.91246 2.07388
H -0.87319 -4.35515 0.33861
```


Record 4
# C21H31N3O2

One molecule with the formula C21H31N3O2 (ωB97M-V/def2-TZVPD, OMol25).

Output
- ΔE to the lowest compared entry with this formula, charge and spin (kcal per mole) = 14.6
- SMILES string = Cc1ccccc1CNC(=O)C[C@@H]1C(=O)NCCN1CC1CCCCC1
- largest force on an atom (eV/Å) = 0.63
- electronic energy (Ha) = -1133.6183

Structure (XYZ):
```
57
C21H31N3O2 (ωB97M-V/def2-TZVPD)
C -3.03300 0.04639 1.96219
C -3.34444 0.63050 0.61896
C -4.07375 -0.11022 -0.30536
C -4.37355 0.38992 -1.55896
C -3.94961 1.65890 -1.91159
C -3.23036 2.40993 -1.00089
C -2.92201 1.91220 0.25944
C -2.09015 2.77107 1.18293
N -0.71313 2.85731 0.72703
C 0.25586 2.02205 1.16592
O 0.05450 1.16736 2.00458
C 1.62650 2.30373 0.57805
C 2.47774 1.01836 0.42231
C 3.94077 1.42405 0.58733
O 4.34151 1.94241 1.61117
N 4.76490 1.23124 -0.46066
C 4.40382 0.63911 -1.72413
C 2.90389 0.82292 -1.93405
N 2.24779 0.25391 -0.78216
C 0.89680 -0.22748 -0.98339
C 0.53180 -1.35536 -0.01182
C 1.59290 -2.45500 -0.01755
C 1.21407 -3.56737 0.95516
C -0.14716 -4.15446 0.59452
C -1.20892 -3.05917 0.58431
C -0.82329 -1.95178 -0.39120
H -3.34649 -0.99340 2.00432
H -1.96426 0.10040 2.16480
H -3.55593 0.59258 2.74743
H -4.40769 -1.10210 -0.03545
H -4.93764 -0.20897 -2.25864
H -4.17950 2.06191 -2.88682
H -2.90489 3.40637 -1.26920
H -2.06380 2.35654 2.18979
H -2.49882 3.78529 1.22133
H -0.51978 3.48602 -0.03524
H 1.54663 2.83449 -0.37238
H 2.14803 2.94412 1.29488
H 2.23449 0.38611 1.28525
H 5.73539 1.46086 -0.29905
H 4.63642 -0.43334 -1.72417
H 4.97272 1.12323 -2.52325
H 2.68365 1.89448 -2.08242
H 2.59454 0.28589 -2.83173
H 0.84354 -0.62256 -2.00207
H 0.14254 0.57398 -0.90186
H 0.45288 -0.94135 0.99679
H 2.56092 -2.03213 0.25333
H 1.67774 -2.86589 -1.02696
H 1.97413 -4.35178 0.93800
H 1.17459 -3.16090 1.96798
H -0.42000 -4.93242 1.31105
H -0.09255 -4.61553 -0.39483
H -2.17724 -3.48056 0.30420
H -1.30033 -2.63778 1.58710
H -0.76802 -2.36422 -1.40267
H -1.58478 -1.16985 -0.39167
```